(1)
{
  "formula": "C3H2NO3",
  "method": "the ωB97M-V functional and the def2-TZVPD basis",
  "lumo_energy_ev": 4.19,
  "relative_energy_ev": 3.451,
  "charge": -1,
  "mol_weight_g_mol": 100.05,
  "orbital_gap_ev": 7.3,
  "symbols": ["C", "C", "C", "N", "O", "O", "O", "H", "H"],
  "coordinates": [[-1.474, 0.153, -0.212], [1.642, 0.816, -1.125], [0.808, 0.920, -0.082], [-1.690, -1.046, -0.481], [2.105, 1.026, -2.199], [-1.881, 1.180, 0.163], [1.973, -0.079, -0.070], [0.937, 1.632, 0.795], [-0.844, -1.546, -0.802]],
  "forces_ev_per_a": [[0.44, -0.21, 0.51], [1.59, -0.67, 0.62], [-2.23, 0.28, 2.95], [1.47, -0.76, -0.74], [0.33, 0.11, -1.00], [-0.88, 1.34, 0.21], [0.39, -0.09, -1.40], [-0.41, -0.45, -1.50], [-0.69, 0.47, 0.36]]
}

***

(2)
{
  "formula": "C3H2NO3",
  "method": "the ωB97M-V functional and the def2-TZVPD basis",
  "lumo_energy_ev": 4.11,
  "smiles": "O=C/N=C(\\[O-])C=O",
  "relative_energy_ev": 0.926,
  "charge": -1,
  "mol_weight_g_mol": 100.05,
  "orbital_gap_ev": 8.7,
  "symbols": ["O", "C", "N", "C", "O", "C", "O", "H", "H"],
  "coordinates": [[-2.384, 0.131, 0.944], [-1.341, 0.767, 0.950], [-0.195, 0.526, 0.349], [0.537, -0.562, 0.153], [0.793, -1.473, 0.935], [1.176, -0.449, -1.218], [1.423, -1.348, -1.987], [-1.331, 1.798, 1.404], [1.323, 0.611, -1.530]],
  "forces_ev_per_a": [[-0.36, -0.42, 0.15], [-0.29, 0.98, 0.32], [0.77, 0.14, -0.67], [-0.26, 0.03, 0.69], [0.08, -0.38, -0.20], [0.19, 0.10, -0.75], [-0.01, 0.04, 0.37], [-0.16, -0.35, 0.04], [0.04, -0.14, 0.06]]
}

***

(3)
{
  "formula": "C3H2NO3",
  "method": "the ωB97M-V functional and the def2-TZVPD basis",
  "lumo_energy_ev": -7.15,
  "relative_energy_ev": 0.226,
  "charge": 1,
  "mol_weight_g_mol": 100.05,
  "orbital_gap_ev": 10.3,
  "symbols": ["C", "C", "C", "N", "O", "O", "O", "H", "H"],
  "coordinates": [[-2.224, -0.913, 0.204], [2.580, -0.063, 0.118], [-0.469, 0.686, -0.176], [-1.385, -0.208, -0.330], [-3.104, -1.646, 0.241], [3.641, 0.289, 0.061], [1.465, -0.314, 0.314], [0.103, 0.800, -1.060], [-0.606, 1.370, 0.628]],
  "forces_ev_per_a": [[-2.99, -1.84, -0.96], [-1.35, 0.22, 1.00], [-2.03, -0.59, -0.78], [2.39, 0.81, -0.11], [0.82, 0.49, 1.18], [3.20, 0.58, -0.72], [-1.58, -0.97, 0.01], [0.70, 0.75, -0.38], [0.84, 0.55, 0.76]]
}

***

(4)
{
  "formula": "C3H2NO4S2",
  "method": "the ωB97M-V functional and the def2-TZVPD basis",
  "lumo_energy_ev": 2.95,
  "relative_energy_ev": 3.695,
  "charge": -1,
  "mol_weight_g_mol": 180.19,
  "orbital_gap_ev": 8.0,
  "symbols": ["C", "C", "C", "N", "O", "O", "O", "O", "S", "S", "H", "H"],
  "coordinates": [[-0.248, -0.303, -0.669], [-0.007, 0.980, -0.356], [-2.330, 0.183, -0.001], [-1.578, -0.726, -0.494], [-4.630, -1.712, 0.244], [-1.429, 2.151, 1.781], [-4.827, -0.074, -1.560], [-5.155, 0.612, 0.759], [-1.460, 1.769, 0.282], [-4.627, -0.339, -0.175], [0.280, -0.928, -1.221], [0.944, 1.236, -0.147]],
  "forces_ev_per_a": [[-3.57, 3.39, 1.41], [-1.72, -1.72, 0.80], [-2.23, -1.67, -0.47], [-0.80, 0.30, 0.12], [0.21, -0.11, -0.12], [0.36, -0.54, -2.08], [-0.01, 0.14, -0.95], [-0.24, 0.23, 0.08], [-0.16, 0.32, 1.50], [2.08, 0.61, 1.39], [3.10, -2.75, -1.89], [2.98, 1.80, 0.20]]
}

***

(5)
{
  "formula": "C3H2NOS",
  "method": "the ωB97M-V functional and the def2-TZVPD basis",
  "lumo_energy_ev": 4.08,
  "smiles": "[S-]c1cnoc1",
  "relative_energy_ev": 1.194,
  "charge": -1,
  "mol_weight_g_mol": 100.12,
  "orbital_gap_ev": 6.8,
  "symbols": ["S", "C", "C", "N", "O", "C", "H", "H"],
  "coordinates": [[-0.130, -1.682, 1.816], [-0.041, -0.521, 0.566], [0.250, -0.673, -0.859], [0.124, 0.438, -1.507], [-0.274, 1.442, -0.661], [-0.250, 0.840, 0.711], [0.583, -1.461, -1.538], [-0.262, 1.617, 1.472]],
  "forces_ev_per_a": [[0.20, -0.73, 0.36], [0.11, 1.46, 0.25], [-0.22, 0.93, -0.05], [-0.52, 0.77, -0.50], [0.95, -1.52, 2.41], [0.02, 0.17, -3.35], [-0.21, -0.39, 0.95], [-0.33, -0.70, -0.07]]
}

***

(6)
{
  "formula": "C3H2NOS2",
  "method": "the ωB97M-V functional and the def2-TZVPD basis",
  "multiplicity": 3,
  "lumo_energy_ev": [3.36, 2.45],
  "relative_energy_ev": 1.071,
  "charge": -1,
  "mol_weight_g_mol": 132.19,
  "orbital_gap_ev": [4.5, 5.7],
  "symbols": ["C", "C", "C", "N", "O", "S", "S", "H", "H"],
  "coordinates": [[-0.584, -0.818, -0.159], [-1.890, 1.307, -0.332], [1.925, 0.465, 0.263], [-1.561, 0.161, -0.354], [-2.513, 2.341, -0.304], [3.202, 1.372, -0.139], [1.109, -0.613, -0.733], [-0.957, -1.570, -0.782], [1.541, 0.844, 1.190]],
  "forces_ev_per_a": [[1.06, 1.44, -1.50], [-2.16, 1.78, 0.43], [-1.10, 0.80, 2.05], [0.52, 0.85, 0.72], [1.68, -1.70, -0.19], [2.67, 1.38, -1.63], [-1.35, -1.49, -0.15], [-0.23, -2.16, -0.26], [-1.10, -0.90, 0.53]]
}

***

(7)
{
  "formula": "C3H2NiO4",
  "method": "the ωB97M-V functional and the def2-TZVPD basis",
  "multiplicity": 3,
  "lumo_energy_ev": [-1.00, -1.57],
  "relative_energy_ev": 0.000,
  "mol_weight_g_mol": 160.74,
  "orbital_gap_ev": [7.6, 7.0],
  "symbols": ["O", "C", "O", "O", "C", "C", "O", "Ni", "H", "H"],
  "coordinates": [[-1.172, -1.153, 0.316], [-0.622, -0.722, -0.719], [-0.938, -0.499, -1.847], [0.885, -0.313, -0.146], [1.349, 1.003, -0.117], [1.302, 1.629, 1.080], [0.770, 1.076, 2.164], [0.144, -0.626, 1.691], [1.798, 1.402, -1.026], [1.718, 2.641, 1.172]],
  "forces_ev_per_a": [[0.11, -0.48, 0.91], [-0.29, 1.29, -1.09], [1.16, -0.35, 1.45], [-0.47, -0.46, -0.18], [-0.05, 0.24, 0.20], [0.37, 0.28, -1.03], [-0.43, -1.01, 0.25], [0.06, 1.02, -0.91], [-0.27, -0.14, 0.28], [-0.18, -0.39, 0.12]]
}

***

(8)
{
  "formula": "C3H2O2",
  "method": "the ωB97M-V functional and the def2-TZVPD basis",
  "lumo_energy_ev": -1.18,
  "smiles": "O=C1CC1=O",
  "relative_energy_ev": 1.756,
  "mol_weight_g_mol": 70.05,
  "orbital_gap_ev": 8.3,
  "symbols": ["O", "C", "C", "C", "O", "H", "H"],
  "coordinates": [[1.129, -1.820, -0.001], [0.570, -0.770, 0.001], [-0.703, -0.010, 0.002], [0.599, 0.745, -0.002], [1.048, 1.874, 0.000], [-1.323, -0.008, 0.891], [-1.320, -0.011, -0.892]],
  "forces_ev_per_a": [[-0.42, 0.23, 0.01], [1.28, 0.15, -0.03], [-0.87, 0.05, -0.05], [0.53, 1.71, 0.03], [-0.56, -2.11, -0.01], [0.01, 0.00, 0.29], [0.04, -0.02, -0.24]]
}

***

(9)
{
  "formula": "C3H2O2",
  "method": "the ωB97M-V functional and the def2-TZVPD basis",
  "lumo_energy_ev": 0.49,
  "relative_energy_ev": 4.650,
  "mol_weight_g_mol": 70.05,
  "orbital_gap_ev": 9.7,
  "symbols": ["C", "C", "C", "O", "O", "H", "H"],
  "coordinates": [[0.487, 0.476, 0.663], [1.817, 0.179, 0.140], [0.336, -0.933, 0.134], [-0.131, -0.629, 1.377], [1.691, -1.192, 0.163], [-0.070, 1.459, 0.418], [-0.035, -1.316, -0.828]],
  "forces_ev_per_a": [[-0.89, 2.63, -0.87], [0.23, 0.26, 0.02], [-0.05, -0.07, -1.01], [-0.44, -0.41, -0.60], [1.50, -0.66, 0.65], [0.79, -2.08, 0.79], [-1.14, 0.34, 1.02]]
}

***

(10)
{
  "formula": "C3H2O2S",
  "method": "the ωB97M-V functional and the def2-TZVPD basis",
  "lumo_energy_ev": [-1.26, -1.44],
  "relative_energy_ev": 5.275,
  "mol_weight_g_mol": 102.11,
  "orbital_gap_ev": [7.5, 7.0],
  "symbols": ["C", "C", "C", "O", "O", "S", "H", "H"],
  "coordinates": [[-0.036, -0.059, 0.628], [1.908, -0.515, -0.381], [-1.162, 0.509, 0.307], [2.484, 0.443, -0.773], [-3.517, 0.321, -0.484], [-2.361, 1.251, -0.533], [0.301, -0.390, 1.577], [2.383, -1.559, -0.342]],
  "forces_ev_per_a": [[-0.74, 0.30, -1.16], [-0.07, 1.41, -0.26], [2.49, -0.41, -0.64], [-0.97, -1.49, 0.58], [-0.21, 0.40, -0.64], [0.17, -1.05, 1.20], [0.23, 0.06, 0.77], [-0.91, 0.77, 0.16]]
}

***

(11)
{
  "formula": "C3H2O2S2",
  "method": "the ωB97M-V functional and the def2-TZVPD basis",
  "lumo_energy_ev": -0.63,
  "smiles": "O=C1OCC(=S)S1",
  "relative_energy_ev": 1.525,
  "mol_weight_g_mol": 134.18,
  "orbital_gap_ev": 8.5,
  "symbols": ["O", "C", "O", "C", "C", "S", "S", "H", "H"],
  "coordinates": [[-2.260, 1.604, 0.463], [-1.470, 0.812, 0.160], [-1.448, 0.207, -1.022], [-0.499, -0.817, -1.320], [0.775, -0.482, -0.259], [2.179, -1.134, -0.104], [0.198, 0.581, 1.116], [-0.185, -0.960, -2.446], [-1.014, -1.749, -0.751]],
  "forces_ev_per_a": [[-1.96, 1.11, 0.93], [3.55, -0.22, 0.12], [-0.18, -0.33, -1.68], [1.01, -1.17, 3.47], [-3.34, 0.71, 0.25], [2.03, -1.15, -0.70], [-1.82, -0.99, -2.81], [-0.92, 0.59, 2.49], [1.64, 1.44, -2.06]]
}

***

(12)
{
  "formula": "C3H2O2Y",
  "method": "the ωB97M-V functional and the def2-TZVPD basis",
  "lumo_energy_ev": [-17.16, -17.16],
  "relative_energy_ev": 0.751,
  "charge": 3,
  "mol_weight_g_mol": 158.95,
  "orbital_gap_ev": [5.6, 5.6],
  "symbols": ["O", "O", "C", "C", "C", "H", "Y", "H"],
  "coordinates": [[0.311, 0.348, -1.125], [0.974, 0.507, 0.877], [1.573, 0.884, -1.192], [1.984, 1.029, 0.085], [0.041, 0.023, 0.115], [2.974, 1.089, 0.527], [-2.003, -1.200, 0.974], [1.713, 1.944, -1.608]],
  "forces_ev_per_a": [[-0.89, -0.83, -0.23], [0.62, -1.11, 0.90], [-0.34, 4.02, 0.42], [0.17, -2.16, 1.26], [-0.85, 0.35, -0.18], [-0.17, 0.94, 0.23], [1.25, 0.77, -0.58], [0.19, -1.98, -1.81]]
}

***

(13)
{
  "formula": "C3H2O3",
  "method": "the ωB97M-V functional and the def2-TZVPD basis",
  "lumo_energy_ev": 0.72,
  "smiles": "O=c1occo1",
  "relative_energy_ev": 1.864,
  "mol_weight_g_mol": 86.05,
  "orbital_gap_ev": 10.7,
  "symbols": ["O", "C", "O", "C", "C", "O", "H", "H"],
  "coordinates": [[-1.987, -0.039, -0.100], [-0.758, 0.069, 0.019], [0.058, 1.052, 0.153], [1.337, 0.576, -0.114], [1.276, -0.677, -0.085], [0.030, -0.986, 0.084], [2.046, 1.521, -0.210], [2.008, -1.548, 0.195]],
  "forces_ev_per_a": [[3.45, 1.21, 0.47], [-5.02, -1.99, 0.19], [0.12, 3.70, -1.12], [2.68, 8.81, 0.19], [4.31, -6.06, 1.43], [-3.07, -4.85, -0.02], [-1.20, -2.96, 0.26], [-1.27, 2.12, -1.41]]
}

***

(14)
{
  "formula": "C3H2O3",
  "method": "the ωB97M-V functional and the def2-TZVPD basis",
  "lumo_energy_ev": -0.24,
  "relative_energy_ev": 3.632,
  "mol_weight_g_mol": 86.05,
  "orbital_gap_ev": 10.3,
  "symbols": ["C", "C", "C", "O", "O", "O", "H", "H"],
  "coordinates": [[3.096, -0.187, -0.005], [0.109, 0.276, -0.181], [1.497, 0.822, 0.018], [3.957, 0.149, -0.690], [2.636, -0.893, 0.799], [0.614, 1.081, 0.855], [-0.464, 0.865, -0.888], [-0.033, -0.770, 0.221]],
  "forces_ev_per_a": [[1.21, 0.28, 0.12], [0.47, -1.75, -0.51], [-0.19, -0.52, -1.38], [1.34, 1.08, -1.78], [-1.64, -1.87, 1.83], [-0.29, 2.23, 2.90], [-0.53, -0.76, 0.05], [-0.37, 1.31, -1.22]]
}

***

(15)
{
  "formula": "C3H2O3",
  "method": "the ωB97M-V functional and the def2-TZVPD basis",
  "lumo_energy_ev": 0.70,
  "relative_energy_ev": 1.852,
  "mol_weight_g_mol": 86.05,
  "orbital_gap_ev": 10.1,
  "symbols": ["O", "C", "O", "C", "C", "O", "H", "H"],
  "coordinates": [[-0.576, -2.534, -0.234], [-0.425, -1.391, -0.004], [-0.746, -0.505, 0.870], [-0.032, 0.786, 0.707], [0.630, 0.757, -0.466], [0.612, -0.384, -1.106], [-0.626, 1.618, 1.054], [1.164, 1.653, -0.820]],
  "forces_ev_per_a": [[0.17, 1.68, 0.30], [1.36, 0.70, -1.63], [0.59, 0.41, -0.23], [-1.14, -0.48, -0.76], [-0.20, -0.08, 0.63], [-0.89, -1.39, 1.31], [0.34, -0.15, 0.59], [-0.23, -0.69, -0.22]]
}